ORCA calculation (ωB97M-V with the def2-TZVPD basis set) on one molecule with the formula C9H14NP at a distorted geometry.

CARTESIAN COORDINATES (ANGSTROEM)
C (1.84924, -0.64544, 1.45258)
C (-0.42351, -1.89228, 1.13153)
C (0.77404, -1.30450, -1.37964)
C (0.43536, -0.47484, 1.43830)
C (-0.05129, 0.53426, 0.34175)
C (-0.24495, -0.18407, -0.96952)
C (-1.45982, 1.05015, 0.77308)
C (0.93482, 1.61306, 0.13979)
C (-0.90901, 0.51181, -2.15668)
N (2.98316, -0.76753, 1.57065)
P (-0.89750, -1.91601, -0.63070)
H (0.26837, -2.78020, 1.23858)
H (-1.26606, -1.90036, 1.89634)
H (0.74955, -1.48954, -2.40824)
H (1.65320, -1.45433, -0.66538)
H (0.05792, -0.19038, 2.39949)
H (-1.96797, 1.56250, 0.06214)
H (-1.33583, 1.61610, 1.74261)
H (-2.15597, 0.16981, 1.08073)
H (1.93219, 1.30211, -0.32651)
H (1.32534, 1.93010, 1.09264)
H (0.52507, 2.44138, -0.39064)
H (-1.50218, 1.42806, -1.84837)
H (-1.24386, -0.25182, -2.87204)
H (-0.03031, 1.09195, -2.71249)

Output
multiplicity	3
HOMO-LUMO gap (alpha / beta)	4.83 / 6.29	eV
HOMO level (alpha / beta)	-4.15 / -9.07	eV

ORCA calculation (ωB97M-V with the def2-TZVPD basis set) on one molecule with the formula C9H14NPS at a distorted geometry.

CARTESIAN COORDINATES (ANGSTROEM)
C (-0.03136, 2.52569, 0.45362)
N (1.00628, 1.47464, 0.43379)
C (2.12717, 2.04260, 1.19161)
P (0.32886, 0.03723, 1.09925)
C (1.61043, -1.05267, 0.57701)
S (-0.23744, 0.09346, 2.90025)
C (-0.77800, -0.55703, -0.18194)
C (-0.44572, -0.43167, -1.51743)
C (-1.11662, -1.17685, -2.41729)
C (-2.14311, -2.08877, -2.00696)
C (-2.46084, -2.14178, -0.66255)
C (-1.77039, -1.41220, 0.26829)
H (-0.93408, 2.01596, -0.02084)
H (-0.11461, 2.90293, 1.44605)
H (0.35373, 3.29053, -0.20508)
H (2.84049, 1.25436, 1.37675)
H (2.71992, 2.69477, 0.57458)
H (1.81430, 2.60760, 2.09206)
H (2.40881, -1.09742, 1.22935)
H (1.18144, -2.08516, 0.65018)
H (1.86176, -1.02643, -0.55163)
H (0.40003, 0.22427, -1.80614)
H (-0.87560, -1.02539, -3.42223)
H (-2.65267, -2.74627, -2.67752)
H (-3.13701, -2.90406, -0.18519)
H (-1.95577, -1.41834, 1.36201)

Output
energy above the lowest of the compared OMol25 structures with the same formula, charge and spin	0.00	kcal/mol
HOMO-LUMO gap	9.59	eV
structure (SMILES)	CN(C)[P@@](C)(=S)c1ccccc1
HOMO level	-8.81	eV

ORCA calculation (ωB97M-V with the def2-TZVPD basis set) on an isolated ion of composition C9H14NS and charge +1 at a distorted geometry.

CARTESIAN COORDINATES (ANGSTROEM)
C (-0.53528, -2.02751, -0.42013)
N (0.39899, -0.83214, -0.20142)
C (1.27771, -0.95732, 1.00448)
C (1.61719, 0.42312, 1.39354)
C (2.68115, 0.94237, 2.03888)
S (2.64762, 2.68445, 1.94533)
C (1.35551, 2.64585, 0.76558)
C (0.85175, 1.38280, 0.70094)
C (-0.17637, 0.63999, -0.11995)
C (-0.12400, 1.15854, -1.54532)
C (-1.62894, 0.59647, 0.42116)
H (-1.32646, -1.84631, 0.16285)
H (-0.84113, -1.98683, -1.43083)
H (0.13889, -2.77974, -0.18253)
H (1.10648, -0.83589, -0.87877)
H (2.10721, -1.52379, 0.62893)
H (0.70337, -1.29713, 1.90834)
H (3.51352, 0.64348, 2.59159)
H (0.99684, 3.47751, 0.28996)
H (-1.06152, 0.91466, -2.09002)
H (0.89817, 0.98873, -2.06744)
H (-0.28078, 2.27933, -1.48385)
H (-2.33711, 0.44954, -0.31376)
H (-1.85208, 1.60246, 1.00251)
H (-1.89033, -0.05797, 1.23342)

Output
energy above the lowest of the compared OMol25 structures with the same formula, charge and spin	21.84	kcal/mol
HOMO-LUMO gap	9.96	eV
structure (SMILES)	C[N@@H+]1Cc2cscc2C1(C)C
charge	+1
HOMO level	-12.76	eV

ORCA calculation (ωB97M-V with the def2-TZVPD basis set) on a 2-piece molecular cluster, C9H14O overall at a distorted geometry.

CARTESIAN COORDINATES (ANGSTROEM)
C (3.22137, -0.82361, -1.34466)
C (2.72841, -0.90366, -2.73085)
H (3.02515, 0.15068, -1.01532)
H (2.63770, -1.44186, -0.71496)
H (4.22628, -0.99884, -1.08683)
H (1.68875, -0.68504, -2.70478)
H (3.41808, -0.32072, -3.22130)
H (2.76061, -1.92179, -3.19175)
C (0.82474, -1.93271, 1.42073)
C (-0.39362, 0.28568, 1.95488)
C (-0.00496, -0.63048, 1.07150)
C (-1.11875, 1.36072, 1.43176)
C (-0.47703, -0.53713, -0.32629)
C (-1.91025, 1.20552, 0.26609)
C (-1.51634, 0.28446, -0.78357)
O (-2.85696, 2.16815, -0.13879)
H (-0.12036, 0.29706, 2.95559)
H (-1.13298, 2.34395, 1.95846)
H (1.49917, -2.34215, 0.71036)
H (0.03458, -2.54712, 1.72630)
H (-0.14509, -1.26208, -0.91614)
H (-1.89223, 0.27362, -1.81060)
H (-2.75992, 2.99564, 0.40068)
H (1.49458, -1.73927, 2.26294)

Output
multiplicity	2
energy above the lowest of the compared OMol25 structures with the same formula, charge and spin	45.89	kcal/mol
HOMO-LUMO gap (alpha / beta)	2.95 / 6.79	eV
charge	-1
HOMO level (alpha / beta)	0.81 / -3.14	eV

ORCA calculation (ωB97M-V with the def2-TZVPD basis set) on a 2-piece molecular cluster, C9H14O overall at a distorted geometry.

CARTESIAN COORDINATES (ANGSTROEM)
C (-2.88350, -0.26636, 2.23255)
C (-1.53451, 0.35661, 2.02438)
C (-1.36432, 1.41652, 1.14259)
C (-0.10627, 1.88085, 0.77082)
C (1.01773, 1.20536, 1.21554)
C (0.86214, 0.16883, 2.12363)
C (-0.39568, -0.22232, 2.56513)
H (-3.66413, 0.20619, 1.63465)
H (-3.32824, -0.19814, 3.22945)
H (-2.84830, -1.29785, 1.87859)
H (-2.21451, 1.96179, 0.74651)
H (-0.03636, 2.65671, 0.02576)
H (2.01856, 1.42723, 0.87050)
H (1.74230, -0.35754, 2.45582)
H (-0.43986, -0.98754, 3.32549)
C (0.84496, -0.30028, -2.43325)
C (1.50789, -1.24225, -3.43130)
O (2.92707, -1.11074, -3.41572)
H (1.36054, -0.50903, -1.48561)
H (-0.21989, -0.50067, -2.33978)
H (1.11261, 0.72201, -2.66943)
H (1.19145, -2.28380, -3.27979)
H (1.19643, -1.00904, -4.45176)
H (3.25387, -1.71654, -2.73478)

Output
energy above the lowest of the compared OMol25 structures with the same formula, charge and spin	13.25	kcal/mol
HOMO-LUMO gap	9.99	eV
structure (SMILES)	Cc1ccccc1.CCO
HOMO level	-9.12	eV

ORCA calculation (ωB97M-V with the def2-TZVPD basis set) on a 2-piece molecular cluster, C9H14O overall at a distorted geometry.

CARTESIAN COORDINATES (ANGSTROEM)
C (-0.95222, -0.27698, -3.46713)
C (-1.16172, 0.32633, -2.12756)
C (-0.07248, 0.16438, -1.23237)
C (-0.25471, 0.53318, 0.14128)
C (-1.42465, 1.18024, 0.47312)
O (-1.81959, 1.83226, 1.63082)
C (-2.48705, 1.37917, -0.45569)
C (-2.35040, 0.95801, -1.81147)
H (-1.77593, 0.01283, -4.14318)
H (-0.95398, -1.39730, -3.35016)
H (0.00305, -0.02969, -3.94517)
H (0.74204, -0.39548, -1.63915)
H (0.42112, 0.31182, 0.89304)
H (-1.03769, 1.89276, 2.21456)
H (-3.37489, 1.99259, -0.19027)
H (-3.12881, 1.07330, -2.56021)
C (2.01760, -1.80348, 2.45892)
C (2.90086, -0.54089, 2.46562)
H (2.38544, -2.75884, 3.00574)
H (1.04785, -1.59130, 2.92280)
H (1.77579, -2.21150, 1.46576)
H (3.86791, -0.78348, 2.71719)
H (2.94231, -0.16669, 1.42958)
H (2.69012, 0.29876, 3.10392)

Output
energy above the lowest of the compared OMol25 structures with the same formula, charge and spin	27.95	kcal/mol
HOMO-LUMO gap	9.00	eV
structure (SMILES)	Cc1ccc(O)cc1.CC
HOMO level	-8.24	eV

ORCA calculation (ωB97M-V with the def2-TZVPD basis set) on a 2-piece molecular cluster, C9H14O overall at a distorted geometry.

CARTESIAN COORDINATES (ANGSTROEM)
C (2.73982, 1.71024, 0.04396)
C (1.47775, 1.14314, -0.57480)
C (1.47431, 1.04261, -1.95520)
C (0.35558, 0.77583, -2.74125)
C (-0.83453, 0.66380, -2.04204)
O (-2.02495, 0.41666, -2.65719)
C (-0.87451, 0.63923, -0.64000)
C (0.25446, 0.99016, 0.06988)
H (2.84792, 1.42988, 1.08782)
H (2.68948, 2.79996, -0.10541)
H (3.60604, 1.34830, -0.50169)
H (2.41485, 1.27010, -2.42644)
H (0.43915, 0.82476, -3.80700)
H (-2.16650, 0.66309, -3.56349)
H (-1.80094, 0.58314, -0.09493)
H (0.10656, 1.18002, 1.14796)
C (-1.25015, -2.53555, 1.67702)
C (-1.40516, -1.81567, 3.05561)
H (-0.39673, -3.22844, 1.71656)
H (-2.09861, -3.17525, 1.50246)
H (-1.06870, -1.89485, 0.82199)
H (-1.76791, -2.55241, 3.78282)
H (-0.52675, -1.24987, 3.31721)
H (-2.19050, -1.02886, 2.88614)

Output
energy above the lowest of the compared OMol25 structures with the same formula, charge and spin	14.43	kcal/mol
HOMO-LUMO gap	9.22	eV
structure (SMILES)	Cc1ccc(O)cc1.CC
HOMO level	-8.36	eV

ORCA calculation (ωB97M-V with the def2-TZVPD basis set) on a 2-piece molecular cluster, C9H14O overall at a distorted geometry.

CARTESIAN COORDINATES (ANGSTROEM)
C (1.78828, -3.58048, -1.37045)
C (1.05083, -2.33220, -1.13356)
C (1.78498, -1.13403, -0.97186)
C (1.10801, 0.02901, -0.75961)
C (-0.26574, 0.07044, -0.57847)
C (-1.05618, -1.10762, -0.65156)
C (-0.30685, -2.28346, -0.82542)
H (1.84214, -4.12382, -0.42942)
H (2.83430, -3.58867, -1.74862)
H (1.19127, -4.16976, -2.14083)
H (2.83278, -1.16265, -0.92265)
H (1.75807, 0.79776, -0.57559)
H (-0.60498, 1.10761, -0.68297)
H (-2.19263, -1.05860, -0.60018)
H (-0.84123, -3.20096, -0.97047)
C (-1.74434, 3.76791, 2.50879)
C (-1.12737, 2.45214, 1.98722)
O (-0.68409, 2.70418, 0.75047)
H (-0.85821, 4.20711, 3.17024)
H (-2.53641, 3.67212, 3.14957)
H (-1.88893, 4.41669, 1.82067)
H (-0.16753, 2.17899, 2.58658)
H (-1.92180, 1.61175, 2.18002)
H (-1.36392, 2.38865, -0.07055)

Output
energy above the lowest of the compared OMol25 structures with the same formula, charge and spin	72.15	kcal/mol
HOMO-LUMO gap	9.63	eV
structure (SMILES)	Cc1ccccc1.CCO
HOMO level	-8.84	eV